Entry from the OMol25 dataset: the molecule C4H9NO2 (ωB97M-V with the def2-TZVPD basis set).

```
16
Properties=species:S:1:pos:R:3:lowdin_charge:R:1
N 0.6954 -0.6708 2.1380 0.105
C 0.2893 0.1116 1.0149 -0.575
O 0.8134 1.4121 1.0051 0.011
C -1.1204 0.0260 0.5396 -0.024
C -0.0004 -0.4956 -0.3352 -0.180
C 0.1971 0.2632 -1.6239 -0.241
O -0.9237 -0.0702 -2.4306 -0.064
H 1.0798 -1.5867 1.9624 0.079
H -0.0350 -0.7187 2.8381 0.084
H -1.7802 -0.7038 1.0013 0.111
H -1.5944 0.9499 0.2223 0.119
H 1.7733 1.3249 0.9212 0.106
H 0.0826 -1.5763 -0.4347 0.141
H 0.2388 1.3446 -1.4251 0.121
H 1.1352 -0.0175 -2.1294 0.121
H -0.8510 0.4071 -3.2640 0.086
```

electronic energy = -363.0025 Eh
spin multiplicity = 1
HOMO level = -9.53 eV
HOMO-LUMO gap = 10.413 eV
SMILES = N[C@]1(O)C[C@H]1CO

***

Entry from the OMol25 dataset: a structure of composition C6H10O2 at a distorted geometry (ωB97M-V with the def2-TZVPD basis set).

```
18
Properties=species:S:1:pos:R:3:lowdin_charge:R:1
C -0.5727 1.8751 -0.1452 -0.146
C -0.5233 0.7799 -1.4478 -0.036
C 0.3482 -0.5967 -1.0578 -0.351
C -0.0906 -1.9985 -0.1830 0.036
C -0.0510 -0.1011 0.7933 -0.402
C -0.2054 1.4101 1.1982 -0.110
H -1.7488 2.1770 -0.2046 0.162
H 0.0979 2.5728 -0.5035 0.070
H -0.1275 1.0263 -2.3800 0.069
H -1.4321 0.1589 -1.6276 0.098
H 0.8637 -0.9237 -1.9149 0.122
H 0.6673 -2.7816 -0.3743 0.131
H -1.1007 -2.0454 -0.2576 0.067
H -1.0235 -0.3163 0.1868 0.140
H 0.6873 2.0114 1.4168 0.111
H -0.9041 1.6236 2.1546 0.160
O 0.3968 -1.4097 1.1758 -0.045
O 0.9268 -0.0547 -0.1061 -0.074
```

electronic energy = -384.7909 Eh
spin multiplicity = 1
HOMO level = -8.52 eV
HOMO-LUMO gap = 9.566 eV

***

Entry from the OMol25 dataset: the molecule C3H6N4 at a distorted geometry (ωB97M-V with the def2-TZVPD basis set).

```
13
Properties=species:S:1:pos:R:3:lowdin_charge:R:1
C 1.7666 -0.7368 0.8536 -0.118
C -0.5109 -0.1599 -0.0204 -0.351
C -1.7375 0.1261 -0.6417 -0.047
H 1.7006 -0.0975 1.6077 0.003
H 2.4970 -1.6039 1.0964 0.099
H 2.3806 -0.2845 -0.0331 0.102
H 0.0184 -1.5321 1.4272 0.165
H -2.4226 -0.5836 -0.9485 0.088
H -2.3284 1.8046 -1.5362 0.040
N 0.3447 -1.1565 0.4101 -0.059
N -1.6228 1.3416 -1.2317 0.056
N -0.3143 1.9178 -0.7721 0.055
N 0.2287 0.9647 -0.2113 -0.033
```

electronic energy = -336.8042 Eh
spin multiplicity = 1
HOMO level = -8.26 eV
HOMO-LUMO gap = 9.201 eV
SMILES = CNc1c[nH]nn1